Computed, not measured: 11 unconnected molecules or ions with the total composition C33H88O33S11, with ωB97M-V with the def2-TZVPD basis set.

```
! wB97M-V def2-TZVPD RIJCOSX def2/J DEFGRID3
* xyz 0 1
C 1.11267 -0.29841 -7.21517
C 1.43960 0.76174 -6.14536
O 0.32711 1.66190 -6.09484
S -0.63089 1.56905 -4.76549
C 0.35434 2.69333 -3.69874
O -1.84269 2.19329 -5.19408
O -0.57921 0.20798 -4.26031
H 1.92572 -1.01669 -7.30074
H 0.90084 0.13008 -8.19712
H 0.13205 -0.68577 -6.93332
H 1.68448 0.20676 -5.24133
H 2.30932 1.36162 -6.41820
H -0.20502 2.88926 -2.79267
H 0.50743 3.59685 -4.28208
H 1.30326 2.18207 -3.54529
C -3.27797 0.21139 2.02465
C -2.97571 1.68871 2.28050
O -3.80005 2.15139 3.37261
S -3.28026 1.97856 4.90944
C -2.31828 3.56075 5.15932
O -4.45484 2.00346 5.74421
O -2.42093 0.82691 4.97568
H -3.00061 -0.42682 2.85999
H -2.78490 -0.13901 1.12061
H -4.36250 0.14316 1.90946
H -1.92406 1.79895 2.54653
H -3.19769 2.31049 1.41501
H -2.30859 3.68455 6.23519
H -2.93940 4.28217 4.63162
H -1.37776 3.47690 4.62432
C 2.17928 -1.77197 -3.30131
C 2.88537 -2.08901 -1.99028
O 3.74823 -3.21164 -2.23276
S 3.91807 -4.15088 -0.92640
C 5.22613 -5.25670 -1.52712
O 4.36996 -3.32525 0.16478
O 2.73877 -4.95789 -0.72313
H 1.71555 -0.79483 -3.13705
H 1.42615 -2.51120 -3.54987
H 2.96552 -1.59576 -4.03692
H 3.42286 -1.24385 -1.55961
H 2.11757 -2.35559 -1.25839
H 6.21109 -4.82734 -1.38141
H 5.01784 -5.48352 -2.56897
H 5.04806 -6.12874 -0.90046
C -2.11461 -5.39397 3.23197
C -3.23211 -4.54396 3.80191
O -3.40638 -4.43941 5.22977
S -2.19933 -3.80162 6.12497
C -2.10407 -2.18350 5.38457
O -2.76688 -3.75480 7.44557
O -0.98544 -4.54810 5.88369
H -2.49872 -5.92367 2.35955
H -1.74217 -6.06983 4.00213
H -1.23982 -4.83999 2.88408
H -3.25753 -3.63164 3.19085
H -4.22477 -4.95185 3.59745
H -1.73653 -2.20265 4.35784
H -1.65378 -1.35548 5.92659
H -3.11916 -1.80346 5.23177
C -0.29596 4.33563 2.11478
C -0.88351 5.72216 2.13682
O -1.64141 5.83671 3.35209
S -1.49774 7.14687 4.28318
C -1.81086 8.47315 3.13534
O -2.55780 7.05151 5.24068
O -0.14276 7.30337 4.72487
H 0.61264 4.21834 2.71199
H -0.18220 3.98302 1.09160
H -0.92328 3.62571 2.66153
H -0.08685 6.47068 2.11157
H -1.54160 5.85516 1.27732
H -2.57876 9.16354 3.47587
H -2.22413 7.97499 2.25809
H -0.89726 9.02196 2.93447
C 2.23825 -5.25973 6.64416
C 1.72968 -5.29275 5.18689
O 2.94710 -5.49982 4.45261
S 2.91597 -5.27984 2.82557
C 2.61013 -3.46702 2.77018
O 4.22419 -5.49404 2.29072
O 1.76975 -6.02413 2.35022
H 2.51664 -6.21330 7.07917
H 1.46571 -4.80316 7.27152
H 2.98588 -4.46529 6.66611
H 0.91090 -6.00208 5.11235
H 1.37039 -4.27390 5.05262
H 1.66533 -3.29834 3.27799
H 2.73401 -3.26391 1.71241
H 3.37688 -3.02069 3.39927
C 3.73416 4.48512 -4.47899
C 4.80633 4.29483 -3.40669
O 4.22853 3.66110 -2.25181
S 3.93725 2.08042 -2.26238
C 5.38487 1.46739 -1.34811
O 2.75905 1.89221 -1.44335
O 3.97693 1.54181 -3.60741
H 4.03299 5.22317 -5.22627
H 2.80807 4.77857 -3.98532
H 3.48026 3.62683 -5.10210
H 5.59351 3.70872 -3.89054
H 5.26293 5.23145 -3.10248
H 5.45813 2.04512 -0.42389
H 6.29922 1.73747 -1.87096
H 5.21998 0.43305 -1.06206
C 1.22489 5.45121 -1.10523
C 1.05495 6.41040 -2.28494
O 0.13272 5.85882 -3.20328
S 0.06659 6.62324 -4.64381
C -1.63306 6.21496 -5.14348
O 0.17847 8.05804 -4.47329
O 1.03119 5.97591 -5.49554
H 0.30548 5.58801 -0.52733
H 2.08461 5.64370 -0.47018
H 1.20927 4.40219 -1.40272
H 0.79406 7.41592 -1.94350
H 2.04631 6.60608 -2.71469
H -1.62176 5.12522 -5.14720
H -1.80990 6.67833 -6.10573
H -2.21534 6.57562 -4.30031
C 0.96453 -7.29277 -2.01120
C 0.18257 -7.19369 -0.70786
O -0.37284 -8.50774 -0.51466
S -1.61490 -8.55341 0.53407
C -0.73649 -8.38739 2.11892
O -2.48898 -7.43190 0.31280
O -2.22220 -9.86217 0.40362
H 1.82415 -7.94555 -1.84259
H 1.37499 -6.33266 -2.32786
H 0.43411 -7.65432 -2.89118
H 0.82229 -6.84646 0.10535
H -0.57510 -6.42186 -0.85707
H -1.34608 -8.83612 2.89295
H -0.61917 -7.30437 2.15338
H 0.28080 -8.75421 2.01036
C -1.85565 -3.43213 0.07750
C -0.68282 -2.56209 0.55009
O -0.87536 -1.26077 0.02197
S 0.16635 -0.12930 0.55830
C -0.13660 1.25254 -0.53614
O -0.25984 0.27126 1.88365
O 1.51506 -0.61948 0.39029
H -2.78082 -2.88790 0.26727
H -1.86207 -4.46346 0.42154
H -1.77000 -3.53058 -1.00896
H -0.59123 -2.57449 1.64189
H 0.26113 -3.00671 0.21815
H 0.55538 2.03125 -0.23497
H -1.17953 1.48839 -0.32266
H -0.02434 0.88143 -1.55298
C -3.25925 0.06778 -2.14569
C -3.88623 1.46676 -2.21652
O -3.24652 2.34331 -1.25178
S -3.01161 3.88648 -1.60485
C -4.69756 4.42172 -2.12125
O -2.65647 4.49424 -0.35290
O -2.17230 4.03959 -2.75587
H -3.83592 -0.60939 -2.76642
H -3.22173 -0.32204 -1.12383
H -2.18682 0.16054 -2.32136
H -3.93648 1.83851 -3.24024
H -4.92047 1.44791 -1.86324
H -4.80689 5.45025 -1.79767
H -5.40806 3.75243 -1.63654
H -4.80566 4.21234 -3.18237
*
```

For the energy, the calculation gives -222396.88257 eV. The HOMO energy comes out at -10.88 eV. The calculation puts the energy relative to the best compared isomer or geometry (same formula, charge and spin) at 43.4 kcal per mole. The value obtained for the LUMO energy is -0.2 eV.

Computed, not measured: 13 unconnected molecules or ions with the total composition C33H92O13, with ωB97M-V with the def2-TZVPD basis set.

```
! wB97M-V def2-TZVPD RIJCOSX def2/J DEFGRID3
* xyz 0 1
C 3.33902 -1.90038 -0.58085
C 3.97124 -0.58943 -0.14738
C 5.34967 -0.79849 0.39895
O 4.03181 0.18937 -1.31248
H 2.30692 -1.78245 -0.98654
H 3.25977 -2.53717 0.31039
H 3.98544 -2.38808 -1.30337
H 3.31486 -0.15143 0.61943
H 5.75665 0.19265 0.74737
H 6.00521 -1.29711 -0.28833
H 5.28202 -1.48819 1.25627
H 4.45980 1.06415 -1.24394
C -0.81920 -3.96665 -2.46323
C 0.39821 -4.00060 -1.67415
C 0.34320 -5.13095 -0.68603
O 1.45544 -4.09487 -2.60198
H -1.70895 -3.68613 -1.89116
H -1.07411 -4.85126 -3.06123
H -0.68031 -3.19644 -3.20972
H 0.54773 -3.05382 -1.14330
H -0.51385 -5.02280 0.03721
H 1.27550 -5.34584 -0.13775
H 0.18007 -6.03735 -1.26130
H 2.28887 -4.27451 -2.18575
C 1.17609 -3.22292 2.22291
C 0.69616 -3.52752 3.66631
C -0.34104 -4.69005 3.69703
O 1.79491 -3.94681 4.42687
H 0.32796 -2.93476 1.56051
H 1.71509 -4.00113 1.76312
H 1.86300 -2.39376 2.23151
H 0.26831 -2.61044 4.11396
H -0.95258 -4.56930 4.61078
H 0.22203 -5.58953 3.68632
H -1.00936 -4.70410 2.79957
H 2.61947 -3.56517 4.09036
C 3.84718 0.47343 5.15820
C 2.99584 -0.41668 4.28629
C 1.89642 0.31998 3.52924
O 3.87468 -1.08865 3.41032
H 4.34987 -0.08277 5.94084
H 3.29035 1.35542 5.44179
H 4.73996 0.80046 4.60866
H 2.64421 -1.26559 4.92620
H 1.37899 -0.25030 2.75126
H 2.30594 1.24689 3.10456
H 1.12234 0.57539 4.23365
H 4.39067 -0.40626 2.96424
C -3.30941 -1.11603 -3.75374
C -3.67444 0.27248 -3.18473
C -5.09151 0.75112 -3.46019
O -3.45235 0.31019 -1.77517
H -2.28920 -1.35859 -3.48833
H -3.32888 -1.10298 -4.88789
H -3.94481 -1.92618 -3.40044
H -3.09304 1.02753 -3.67946
H -5.22085 1.73148 -3.06223
H -5.76009 0.13135 -2.84465
H -5.41913 0.72476 -4.46927
H -2.86482 1.04604 -1.60977
C -1.83831 3.80120 3.63853
C -1.59687 2.38950 3.06828
C -2.92248 1.68219 2.76013
O -0.95271 2.47364 1.72135
H -2.73362 4.12159 3.09784
H -0.96626 4.44152 3.42982
H -2.03449 3.67998 4.75254
H -0.98218 1.86838 3.75629
H -2.82423 0.64094 2.55278
H -3.31160 2.23170 1.87041
H -3.66896 1.71521 3.52961
H -0.34817 3.22101 1.73175
C 0.99536 1.38596 -0.68185
C -0.39159 0.77971 -0.85476
C -0.64561 -0.34110 0.10427
O -1.46998 1.73159 -0.82788
H 1.20021 2.26050 -1.31167
H 1.74433 0.62278 -1.01689
H 1.19669 1.67221 0.40326
H -0.49826 0.29013 -1.82545
H -0.68513 -0.00049 1.13033
H 0.13796 -1.12448 0.15475
H -1.59792 -0.85287 -0.10554
H -1.43286 2.16784 0.04120
C -2.96337 5.04687 -3.25137
C -1.75057 4.30351 -3.71177
O -0.77471 4.24553 -2.68715
H -3.49460 4.46120 -2.53520
H -3.65768 5.30655 -4.05990
H -2.75484 5.98940 -2.65363
H -1.33343 4.83234 -4.55012
H -2.04834 3.25579 -4.00643
H -0.34769 3.38678 -2.67614
C -3.77536 -4.30979 2.40141
C -3.24715 -4.33074 0.92627
O -2.32714 -3.31685 0.57942
H -2.99117 -4.30730 3.19964
H -4.54447 -5.08341 2.55820
H -4.33502 -3.40053 2.49793
H -4.13278 -4.28686 0.27506
H -2.78507 -5.25661 0.57718
H -2.80323 -2.48288 0.48561
C -6.24397 0.00422 0.56468
C -5.79694 -1.35022 0.00624
O -4.36456 -1.47014 -0.01506
H -5.81913 0.00858 1.56472
H -7.32917 0.07884 0.56982
H -5.75066 0.73935 -0.04949
H -6.27236 -1.59885 -0.96059
H -6.15821 -2.15449 0.61756
H -3.97712 -0.84399 -0.63682
C 3.98811 3.69566 -1.95668
C 5.44806 3.56496 -1.86236
O 5.58279 2.56927 -0.81993
H 3.50989 3.79491 -0.98696
H 3.54264 2.73688 -2.38295
H 3.58502 4.50554 -2.60228
H 5.96182 4.50978 -1.63385
H 5.95948 3.17930 -2.72369
H 6.43762 2.56545 -0.43656
C 2.12956 -1.15763 -4.67444
C 0.96220 -0.33317 -5.09719
O 1.36717 0.94130 -5.56610
H 1.80061 -2.13100 -4.22332
H 2.73802 -0.70137 -3.88278
H 2.84296 -1.43571 -5.50839
H 0.21368 -0.28005 -4.28047
H 0.43405 -0.89052 -5.99110
H 0.62940 1.37404 -5.99344
C 2.66644 4.31841 2.74202
C 2.17859 5.23996 1.64359
O 0.77396 4.91368 1.27919
H 3.64397 4.66019 2.98163
H 2.65316 3.31437 2.41569
H 2.00229 4.46669 3.64325
H 2.84962 5.13938 0.76828
H 2.24902 6.31109 1.89646
H 0.73229 4.95440 0.30340
*
```

For the energy, the calculation gives -62327.95196 eV. The HOMO energy comes out at -9.68 eV. The calculation puts the energy relative to the best compared isomer or geometry (same formula, charge and spin) at 16.5 kcal per mole. The value obtained for the LUMO energy is 0.3 eV.

Computed, not measured: 19 unconnected molecules or ions with the total composition C34H106ClFO20P, with ωB97M-V with the def2-TZVPD basis set.

```
! wB97M-V def2-TZVPD RIJCOSX def2/J DEFGRID3
* xyz -1 1
C -2.94813 3.56837 -1.61758
C -4.00557 2.59083 -1.08862
C -3.61396 1.10634 -1.10909
C -2.79688 0.62090 -2.30704
C -2.15306 -0.73050 -2.00071
C -1.54586 -1.45150 -3.20137
C -0.58548 -0.61838 -4.05654
C 0.45320 0.19260 -3.28523
C 1.55457 -0.66712 -2.63368
C 1.78706 -0.26810 -1.17465
C 3.06879 -0.82214 -0.54797
C 2.96865 -2.12943 0.23335
C 2.40501 -2.18889 1.66356
Cl 3.29826 -0.75498 2.59332
O 2.82892 -3.31871 2.20849
P 1.64441 -4.20544 3.24358
O 0.40258 -3.30192 2.36457
C 0.82794 -2.10071 1.83047
C 0.28876 -0.91934 2.66520
C 0.12524 0.39779 1.93260
F -1.00365 -1.29499 3.11005
H -2.98080 4.50732 -1.06192
H -1.93650 3.17058 -1.52162
H -3.11393 3.82307 -2.66638
H -4.95180 2.73687 -1.61076
H -4.21486 2.85728 -0.05019
H -3.08797 0.83533 -0.19027
H -4.53104 0.50938 -1.09894
H -3.44747 0.52619 -3.18579
H -2.01563 1.34079 -2.55878
H -1.40954 -0.59619 -1.20776
H -2.92676 -1.37127 -1.56607
H -1.00913 -2.33365 -2.83898
H -2.35100 -1.83210 -3.83565
H -1.13790 0.02502 -4.74797
H -0.02448 -1.31185 -4.69250
H -0.00009 0.83079 -2.52244
H 0.93159 0.86349 -4.00438
H 1.27339 -1.72349 -2.67072
H 2.49437 -0.53306 -3.17559
H 1.79922 0.82483 -1.12334
H 0.91566 -0.58754 -0.60051
H 3.78354 -0.99491 -1.35908
H 3.51775 -0.07762 0.10847
H 3.98945 -2.50142 0.36236
H 2.42150 -2.89417 -0.33051
H 0.65009 -4.83253 4.06671
H 1.53266 -5.19947 2.19697
H 2.69318 -4.96175 3.85342
H 1.76156 -3.12358 4.20951
H 0.38416 -2.01069 0.82666
H 0.87905 -0.79424 3.57069
H -0.13128 0.24128 0.88300
H -0.70500 0.93669 2.38828
H 1.02193 1.01214 1.99599
C 4.66704 -4.55376 6.20894
O 3.91724 -5.75500 6.14307
H 4.10990 -3.81716 5.63294
H 4.77737 -4.19275 7.23691
H 5.65996 -4.66193 5.76144
H 4.36310 -6.44737 6.63901
C -7.19407 5.26889 -1.11675
O -7.13695 3.85587 -0.96709
H -6.38119 5.56469 -1.77704
H -8.14200 5.57280 -1.56424
H -7.07068 5.78094 -0.15916
H -7.85857 3.59876 -0.38438
C -10.71692 4.51180 -2.26506
O -10.79028 5.25731 -1.04428
H -9.79177 4.78382 -2.76583
H -10.70283 3.43922 -2.06273
H -11.55452 4.75797 -2.92056
H -11.60919 5.00543 -0.60775
C 5.62582 -5.50743 1.51806
O 4.79728 -5.59274 0.36447
H 6.50711 -6.12924 1.36600
H 5.95254 -4.47748 1.68247
H 5.08571 -5.85528 2.40171
H 4.02540 -5.03659 0.53824
C 6.94688 0.18450 3.51092
O 6.72653 -1.13408 3.03215
H 8.01655 0.30058 3.67376
H 6.61682 0.93599 2.78767
H 6.43629 0.35324 4.46364
H 5.77460 -1.22966 2.90208
C -3.99327 -2.14335 2.18926
O -4.37419 -1.53193 0.95623
H -2.97883 -1.82895 2.41199
H -4.65690 -1.84604 3.00726
H -3.99687 -3.23307 2.10255
H -5.25977 -1.83775 0.73969
C 1.15088 3.10941 -6.29087
O 0.88044 1.84302 -6.88187
H 2.19511 3.11541 -5.98900
H 0.98308 3.91490 -7.01185
H 0.52681 3.27805 -5.40926
H -0.04784 1.83332 -7.13338
C 11.36348 -0.42356 3.29067
O 10.76115 0.01855 2.08143
H 12.31603 0.09452 3.38811
H 10.75720 -0.19075 4.16937
H 11.54922 -1.50172 3.26171
H 9.91870 -0.44345 2.00026
C 7.65976 3.05313 6.22556
O 8.50826 2.58430 5.18840
H 7.05901 2.20506 6.54656
H 8.22812 3.42192 7.08456
H 6.98613 3.84080 5.87838
H 9.04913 3.31539 4.87540
C -4.47698 -3.90005 -2.97430
O -3.80800 -3.95715 -4.22634
H -4.05363 -3.06013 -2.42880
H -5.55233 -3.73438 -3.09373
H -4.31839 -4.80698 -2.38489
H -4.15839 -4.69875 -4.72832
C 1.64872 1.45227 5.54052
O 2.38135 1.94115 4.42546
H 0.95395 2.23962 5.82649
H 1.06719 0.56757 5.27935
H 2.30154 1.22881 6.39123
H 2.95771 1.23381 4.11351
C 14.73055 -0.47969 1.52494
O 13.69284 0.36117 1.06008
H 15.66678 0.05696 1.38060
H 14.62856 -0.71251 2.59059
H 14.78275 -1.41984 0.96699
H 12.85019 -0.09667 1.17398
C -10.07073 0.05071 -1.43082
O -10.16534 1.03171 -2.45490
H -11.02184 0.05273 -0.90261
H -9.90114 -0.94941 -1.83811
H -9.27414 0.28134 -0.71875
H -9.32742 1.05181 -2.92850
C 3.98395 -7.94211 -2.55430
O 4.91062 -6.92771 -2.23008
H 3.84158 -7.91779 -3.63432
H 4.34377 -8.94014 -2.27910
H 3.01321 -7.77928 -2.07516
H 5.02161 -6.90699 -1.26886
C -11.99660 3.41913 -5.75677
O -11.24331 4.61581 -5.57094
H -12.41183 3.15596 -4.78692
H -12.81408 3.56375 -6.46689
H -11.36329 2.59788 -6.09782
H -10.84722 4.85298 -6.41702
C -2.08975 1.06406 6.23344
O -1.49454 1.03589 4.95208
H -1.53188 1.78487 6.83005
H -3.13651 1.38455 6.19800
H -2.03810 0.09036 6.73067
H -1.95690 0.38741 4.40828
C 6.55561 0.25405 -0.76382
O 6.13251 0.47196 -2.10512
H 6.62615 1.23135 -0.29107
H 5.84138 -0.35500 -0.20540
H 7.53780 -0.22552 -0.72690
H 6.05293 -0.38471 -2.53570
C -11.75771 8.20921 -6.63544
O -12.56300 7.04486 -6.70343
H -12.17650 8.92956 -7.33571
H -11.76390 8.65381 -5.63641
H -10.72062 8.01231 -6.92501
H -12.20594 6.39061 -6.08840
*
```

For the energy, the calculation gives -102448.95325 eV. The HOMO energy comes out at -5.03 eV. The value obtained for the LUMO energy is 1.4 eV.

> Which of these has the highest LUMO?

C34H106ClFO20P

> The lowest HOMO belongs to which entry?

C33H88O33S11

> What is the formula in the second record?

C33H92O13